21
Properties=species:S:1:pos:R:3:forces:R:3 method="wB97M-V/def2-TZVPD" charge=-1 e_lumo_ev=2.240
Pt 0.53066 -1.02358 -0.83112 -0.50 -0.91 -0.29
N 0.20367 1.62794 -0.79817 -0.13 0.60 -0.28
C -0.31584 1.62986 0.56557 -0.07 -0.13 -0.34
C 0.59791 0.81178 1.45523 0.15 -0.06 0.23
O 1.02521 1.29437 2.50434 0.01 -0.14 -0.03
N 0.88435 -0.43444 1.01934 -0.09 0.17 0.04
C 2.06797 -1.10418 1.54816 -0.50 0.15 0.48
C 3.02470 -1.30882 0.42867 0.27 -0.14 -1.19
O 4.19911 -1.56780 0.58016 0.05 0.00 0.05
O 2.45769 -1.19789 -0.76827 1.28 -0.04 0.57
H 1.13724 2.01358 -0.85827 -0.01 0.08 0.10
H -0.39371 2.12926 -1.44189 -0.04 0.03 0.05
H -1.29873 1.15076 0.55327 -0.04 0.05 -0.04
H -0.40941 2.62121 1.00494 0.01 0.04 0.18
H 1.81876 -2.08811 1.95476 -0.07 0.02 0.06
H 2.53244 -0.51015 2.33025 -0.06 0.05 0.09
N -5.59676 -0.21857 -2.86690 0.04 -0.05 0.08
C -4.72556 -0.56119 -2.18269 0.50 0.12 -0.05
N -3.80238 -0.96722 -1.34007 -0.61 -0.32 0.31
C -2.55078 -1.07968 -1.42307 0.11 0.30 -0.53
N -1.38653 -1.21713 -1.43425 -0.31 0.19 0.52

20
Properties=species:S:1:pos:R:3:forces:R:3 method="wB97M-V/def2-TZVPD" e_lumo_ev="-0.277 / -0.277"
C -1.66751 -2.33378 -0.06896 -0.49 0.02 -0.21
C -2.48636 -2.07691 -1.10594 0.19 -0.85 0.91
C -0.65703 -1.30301 -0.12096 0.07 -0.08 -0.07
C 0.38938 -1.06273 0.72909 -0.77 -0.18 -0.57
C 1.10603 0.19281 0.63365 0.46 0.81 0.24
C -0.89828 -0.53456 -1.33738 1.23 0.61 -0.30
C 0.31911 3.32130 -0.65332 -0.38 0.12 -0.08
N 0.45034 1.14832 0.07003 -0.61 0.53 0.16
N 2.33897 0.30729 1.21155 0.23 0.04 0.00
O -2.02071 -1.01997 -1.84067 -0.57 -0.07 -0.32
O 0.82673 -1.92531 1.66558 -0.05 0.37 -0.03
O 1.16442 2.32131 -0.12131 0.73 -1.12 0.51
H -1.80795 -3.07858 0.69182 -0.17 -0.21 0.03
H -3.37067 -2.57083 -1.46224 -0.14 -0.01 -0.03
H -0.52663 2.85230 -1.15651 0.07 0.05 -0.02
H 0.91128 3.89578 -1.36471 -0.02 0.00 0.04
H -0.04146 3.97417 0.14678 0.01 -0.04 -0.05
H 2.84611 -0.53312 1.42383 0.07 0.04 -0.07
H 2.86201 1.13476 0.98108 0.05 -0.06 0.00
H 0.26221 -2.70923 1.67860 0.08 0.02 -0.13

13
Properties=species:S:1:pos:R:3:forces:R:3 method="wB97M-V/def2-TZVPD" multiplicity=2 e_lumo_ev="-0.917 / -0.996"
O -2.14395 -0.25138 -0.40242 0.33 0.66 1.77
O -0.36595 0.77919 0.86063 -0.05 0.32 0.09
C 0.94141 0.31921 1.09686 0.53 -0.08 0.36
C 1.23423 -0.64620 -0.06595 0.24 0.06 -0.43
O -0.03871 -1.07074 -0.51705 0.13 0.08 0.43
C -0.87003 0.04204 -0.68468 -0.01 -0.34 -3.62
H 1.66177 1.15304 1.09659 -0.38 -0.18 0.01
H 1.01305 -0.20181 2.06553 -0.16 0.18 -0.26
H 1.80697 -1.52790 0.24384 -0.21 0.21 -0.11
H 1.75842 -0.12647 -0.88302 -0.09 -0.15 0.22
O -0.65625 0.79684 -1.69276 -0.52 -0.22 0.77
Be -1.66562 0.03844 1.23206 -1.12 -0.32 -0.40
Li -2.67534 0.69574 -2.34961 1.29 -0.24 1.17

41
Properties=species:S:1:pos:R:3:forces:R:3 method="wB97M-V/def2-TZVPD" multiplicity=5 charge=+1 e_lumo_ev="-3.711 / -7.720"
C -3.36080 2.21605 -1.70067 0.74 -0.23 -0.11
O -1.99279 2.61469 -1.91299 1.15 -0.11 -0.23
C -0.95853 1.68679 -1.87676 -1.28 -0.18 0.48
C -0.45259 1.22477 -0.62631 -3.17 -0.43 0.71
C 0.19651 -0.10623 -0.66055 -0.36 -0.49 0.13
C 1.27870 0.04993 -1.65886 0.54 -2.15 -1.37
C 0.91948 0.57224 -2.90715 0.55 -1.28 -0.11
C -0.20076 1.40317 -3.03046 -2.41 -0.16 -1.28
Fe 1.15607 2.13742 -1.48588 0.15 -1.31 0.58
C 2.13871 2.11244 -0.05508 3.36 0.72 4.87
O 2.80847 2.28799 0.87929 -1.40 -0.62 -1.74
C 0.58222 3.79755 -1.18749 -2.34 7.05 1.46
O 0.30989 4.89504 -0.93108 0.81 -2.95 -0.67
C 2.47956 2.79746 -2.46153 5.45 3.03 -4.06
O 3.32877 3.44825 -2.90861 -1.93 -1.35 1.17
H -3.88842 3.16831 -1.60175 -0.07 -0.39 0.06
H -3.71752 1.65775 -2.57894 -0.01 0.15 0.30
H -3.44997 1.59888 -0.79225 -0.08 0.25 -0.23
H -0.96950 1.51519 0.29006 -0.04 0.13 -0.30
H 0.55647 -0.45714 0.31749 0.33 0.39 -0.04
H -0.52932 -0.90127 -0.93644 0.10 0.01 -0.17
H 2.19995 -0.51775 -1.51596 -0.26 0.13 -0.37
H 1.54261 0.40803 -3.78644 0.10 0.27 0.37
H -0.46832 1.88981 -3.96875 0.04 -0.34 0.25
C 1.57092 -3.24303 2.57629 0.34 -0.27 0.15
C 1.35771 -1.80793 3.09383 0.29 0.57 -0.16
C -0.06034 -1.43616 2.67442 0.61 0.06 0.20
N -0.17045 -2.20540 1.39605 -3.48 0.10 1.85
N -1.41793 -2.32470 0.86729 0.73 -1.40 -0.36
C -2.44291 -1.66910 1.26538 0.00 1.28 0.00
C 0.45135 -3.53101 1.58100 0.72 -0.11 -0.29
H 2.53315 -3.35789 2.08224 0.10 0.06 0.23
H 1.52031 -3.94174 3.41425 0.08 -0.06 -0.24
H 1.49915 -1.72301 4.17423 0.00 0.02 -0.24
H 2.05059 -1.12103 2.59454 -0.01 -0.12 0.22
H -0.78531 -1.79595 3.43568 0.11 -0.08 -0.70
H -0.24707 -0.35930 2.51045 0.20 -0.52 -0.05
H -3.41038 -2.13257 1.03706 0.33 0.32 -0.11
H -2.42668 -0.67702 1.76753 0.06 -0.69 -0.14
H 0.74239 -3.93682 0.60275 0.05 0.15 0.28
H -0.27339 -4.23668 2.02413 -0.12 0.55 -0.35

62
Properties=species:S:1:pos:R:3:forces:R:3 method="wB97M-V/def2-TZVPD" e_lumo_ev="-0.757 / -1.301"
O -0.35524 -1.09156 -3.67746 -1.12 1.17 -0.95
H -1.38493 -0.89540 -3.74462 2.44 -0.36 0.06
Ba 0.59224 0.24168 -1.38931 -0.35 0.03 0.44
N 1.69445 -2.45093 -1.04914 -0.52 -0.35 -0.97
N -0.76648 -2.40056 -0.56076 -0.86 0.26 -0.91
N 0.13300 3.12892 -1.34994 -1.29 1.96 1.19
N -1.52434 1.70381 -0.14139 -0.92 1.87 1.20
O 2.37453 -1.73923 -1.88225 0.67 -0.34 0.20
O 0.89502 3.79253 -2.16649 0.17 -0.49 0.14
O -2.47574 0.91596 0.53853 -0.12 -0.60 -0.05
O -2.02064 -2.13596 -0.47095 0.93 -0.46 0.04
C -0.38820 -3.51419 -1.24741 0.64 0.56 0.30
C 0.97414 -3.45059 -1.66400 -0.63 1.08 0.84
C -0.62124 3.82087 -0.44379 1.88 -1.01 -1.98
C -1.60011 3.00004 0.21201 0.39 -3.33 -1.00
C 1.49836 -4.12535 -2.87660 0.27 -0.26 -0.43
H 1.27161 -3.52854 -3.77662 0.02 -0.10 0.33
H 1.05070 -5.11784 -3.01437 0.20 0.28 0.06
H 2.59112 -4.21397 -2.81696 -0.31 0.01 -0.01
C -1.35408 -4.52093 -1.73390 -0.23 -0.53 -0.19
H -2.11765 -4.07588 -2.38372 0.05 -0.02 0.25
H -1.84822 -5.02806 -0.89916 -0.12 0.24 -0.07
H -0.83596 -5.29483 -2.30064 -0.10 0.07 0.01
C -0.49048 5.27171 -0.12361 -0.07 0.43 -0.02
C -2.62085 3.52748 1.15979 -0.35 -0.02 0.33
H 0.12802 5.79955 -0.85775 -0.01 -0.31 0.18
H -0.03978 5.38525 0.88388 -0.20 0.11 -0.47
H -1.47238 5.77550 -0.11855 0.32 -0.17 0.11
H -3.29059 2.69388 1.41223 0.16 0.54 0.15
H -3.21197 4.35736 0.73338 0.32 -0.39 -0.04
H -2.14823 3.94254 2.06881 -0.12 -0.30 -0.31
H 1.13836 2.49081 -3.18674 -0.07 0.07 0.02
H -2.35987 0.00813 0.18181 -0.05 0.42 0.16
C -2.58936 0.28283 -3.65688 -1.31 0.98 0.27
H -2.92856 0.33949 -4.69500 0.25 -0.17 0.36
H -2.43171 1.23660 -3.13960 0.32 -0.35 -0.31
H -3.00015 -0.48194 -3.00342 -0.05 -0.16 -0.17
O 1.15149 1.55966 -3.61299 0.08 0.65 -0.64
H 0.04019 -0.37998 -4.26047 -0.62 -1.12 0.84
H 1.26820 1.71969 -4.56466 0.06 -0.06 0.58
C 0.78726 1.21145 2.25603 0.01 -0.32 0.08
N 0.82029 -0.04802 1.46472 0.16 0.03 0.38
C -0.10453 -1.01350 2.12823 0.09 0.04 0.09
N 0.28408 -1.29087 3.52146 0.45 0.45 -0.03
C 0.28552 -0.00644 4.26525 0.13 -0.14 -0.55
N 1.19432 0.99108 3.65259 0.14 -0.35 -0.07
C 2.56035 0.41604 3.66153 -0.40 -0.27 -0.36
N 2.63379 -0.87150 2.91979 -0.44 0.41 -0.01
C 2.19984 -0.61134 1.52734 -0.07 -0.04 0.41
C 1.67227 -1.80802 3.54664 -0.23 0.28 -0.37
H -0.23983 1.59918 2.22263 0.25 -0.07 0.07
H 1.45901 1.94493 1.78367 -0.12 -0.14 0.18
H -0.12340 -1.92816 1.52289 0.12 0.19 0.40
H -1.11138 -0.57399 2.12303 0.24 -0.11 0.01
H 0.62792 -0.20450 5.29142 -0.22 0.14 -0.23
H -0.73476 0.39837 4.25653 0.22 -0.08 0.14
H 3.23752 1.12976 3.17392 -0.05 -0.14 0.25
H 2.85434 0.24031 4.70657 0.03 0.10 -0.32
H 2.21735 -1.53310 0.92140 0.04 0.30 0.41
H 2.89626 0.12176 1.08337 -0.15 -0.19 0.13
H 1.95937 -1.95735 4.59855 -0.01 -0.08 -0.36
H 1.69974 -2.75471 2.99120 0.04 0.15 0.22

10
Properties=species:S:1:pos:R:3:forces:R:3 method="wB97M-V/def2-TZVPD" smiles="S=C1OCCS1" e_lumo_ev=0.084
S 1.06386 1.44143 -1.17374 0.64 0.04 0.00
C 0.39026 0.26240 -0.31472 -1.06 -0.08 -1.73
O 0.40969 -1.06737 -0.65663 1.55 1.63 -0.58
C 0.14108 -1.78156 0.50115 -0.81 -0.46 1.59
C -1.21277 -1.16224 0.93330 -0.74 -1.88 0.01
S -0.84747 0.55543 0.86261 0.10 0.89 0.82
H 0.02565 -2.83178 0.20208 0.34 0.24 0.44
H 0.96839 -1.54621 1.26510 -1.23 -0.87 -0.85
H -1.99783 -1.39876 0.18129 0.64 0.08 0.16
H -1.64740 -1.54553 1.86433 0.57 0.41 0.14